(1)
{
  "formula": "C4H11NS2",
  "method": "ωB97M-V with the def2-TZVPD basis set",
  "lumo_ha": 0.03197,
  "relative_energy_kcal_mol": 13.3,
  "homo_lumo_gap_ev": 9.06,
  "energy_ev": -27486.6883,
  "smiles": "CCSSCCN",
  "species": ["C", "C", "S", "S", "C", "C", "N", "H", "H", "H", "H", "H", "H", "H", "H", "H", "H", "H"],
  "coordinates": [[-0.9642, -1.1163, 1.5485], [-1.3789, -1.8830, 0.2799], [-0.1222, -1.8923, -1.0560], [-0.5944, -0.2240, -2.1569], [-0.1514, 1.1716, -1.0995], [1.3687, 1.3430, -0.9288], [1.7760, 0.8763, 0.4025], [-1.3737, -0.1060, 1.5808], [-1.3249, -1.6380, 2.4227], [0.1221, -1.0477, 1.5407], [-1.3904, -2.9473, 0.5309], [-2.2774, -1.4770, -0.1829], [-0.4210, 2.0414, -1.6989], [-0.6986, 1.2907, -0.1727], [1.8388, 0.7278, -1.6820], [1.5462, 2.4224, -0.9673], [2.7648, 1.0214, 0.5545], [1.2804, 1.4369, 1.0843]],
  "atomic_forces_ev_per_a": [[0.1, 0.1, -0.7], [0.8, 0.1, 0.0], [0.0, 0.4, 0.0], [-0.5, -0.2, 0.5], [1.0, 0.7, -0.9], [-0.8, 0.0, 1.5], [-0.1, -0.3, 0.0], [0.0, 0.0, -0.1], [0.0, -0.1, 0.3], [0.0, 0.1, 0.4], [-0.7, 0.1, -0.2], [-0.2, -0.5, 0.2], [-0.5, -0.1, -0.3], [-0.1, -0.5, 0.2], [0.5, 0.4, -0.3], [0.4, -0.1, -0.8], [0.1, 0.0, 0.0], [0.1, 0.0, 0.2]],
  "nbo_charge": [-0.634, -0.526, 0.084, 0.092, -0.560, -0.229, -0.834, 0.199, 0.209, 0.238, 0.219, 0.226, 0.225, 0.215, 0.209, 0.166, 0.358, 0.343]
}



(2)
{
  "formula": "C4H11NS2",
  "method": "ωB97M-V with the def2-TZVPD basis set",
  "lumo_ha": 0.01636,
  "relative_energy_kcal_mol": 43.0,
  "homo_lumo_gap_ev": 9.33,
  "energy_ev": -27485.4010,
  "smiles": "CNCCCSS",
  "species": ["C", "N", "C", "C", "C", "S", "S", "H", "H", "H", "H", "H", "H", "H", "H", "H", "H", "H"],
  "coordinates": [[0.8753, 4.1587, 0.5635], [-0.1333, 3.0746, 0.7701], [0.4879, 1.7767, 0.5868], [-0.3898, 0.6321, 0.2683], [0.2285, -0.5443, 0.9201], [-0.2882, -2.1681, 0.3069], [-0.4005, -2.4947, -1.7464], [1.0189, 4.5363, -0.4624], [1.8362, 3.9242, 0.8472], [0.5086, 4.8545, 1.2723], [-0.9813, 3.1080, 0.2148], [1.1005, 1.4730, 1.5373], [1.2922, 1.7931, -0.2379], [-1.4082, 0.7782, 0.5964], [-0.5960, 0.5501, -0.7571], [1.3027, -0.5386, 0.8110], [-0.0650, -0.6299, 2.0563], [0.7319, -2.9049, -2.2679]],
  "atomic_forces_ev_per_a": [[-3.1, 0.0, -0.8], [1.4, -0.9, -0.4], [2.8, 0.5, 0.5], [-1.3, 0.4, 1.0], [-0.4, -1.5, 0.7], [-0.3, -1.5, 0.2], [-1.5, 1.2, 0.4], [-0.7, 0.0, 0.2], [2.0, -1.3, 1.0], [0.1, 1.7, 0.1], [0.4, 0.6, -0.2], [-1.0, 0.9, -1.3], [-0.8, 0.1, 0.9], [-0.4, 0.1, 0.9], [0.5, -0.5, -1.8], [0.3, 0.3, 0.3], [0.7, 0.1, -2.1], [1.3, -0.2, 0.4]],
  "nbo_charge": [-0.422, -0.631, -0.187, -0.466, -0.516, 0.088, -0.144, 0.180, 0.196, 0.207, 0.362, 0.169, 0.156, 0.210, 0.220, 0.215, 0.248, 0.113]
}



(3)
{
  "formula": "C4H11NS2",
  "method": "ωB97M-V with the def2-TZVPD basis set",
  "lumo_ha": 0.01900,
  "relative_energy_kcal_mol": 27.7,
  "homo_lumo_gap_ev": 8.59,
  "energy_ev": -27486.0650,
  "smiles": "CCNCCSS",
  "species": ["C", "C", "N", "C", "C", "S", "S", "H", "H", "H", "H", "H", "H", "H", "H", "H", "H", "H"],
  "coordinates": [[-0.9364, -1.5718, -1.8937], [0.0996, -1.8020, -0.7884], [-0.0518, -0.7975, 0.2525], [0.9137, 0.2682, 0.4201], [0.6348, 1.1006, 1.6645], [-1.0765, 1.7429, 1.5342], [-0.9386, 3.7814, 1.1996], [-1.9554, -1.6856, -1.4948], [-0.9464, -2.3915, -2.6037], [-0.9230, -0.5418, -2.2493], [1.1031, -1.6972, -1.2045], [0.0066, -2.7719, -0.2883], [-0.9525, -0.5932, 0.6449], [1.8496, -0.3162, 0.4921], [1.0137, 0.9555, -0.4423], [0.7545, 0.5602, 2.6048], [1.2016, 2.0337, 1.6967], [0.2032, 3.7263, 0.4556]],
  "atomic_forces_ev_per_a": [[-1.0, -0.8, 1.0], [-0.8, 1.0, 0.4], [0.4, 0.5, 0.8], [0.5, -1.0, -0.3], [-0.3, 0.6, -0.2], [-0.6, -0.4, 0.2], [0.9, 0.0, 0.0], [0.2, 0.2, 0.4], [0.5, 0.3, -0.8], [0.4, -0.3, -0.5], [0.0, -0.2, 0.1], [0.0, -0.2, -0.6], [-0.3, -0.2, -0.6], [0.2, 0.9, 0.2], [-0.2, -0.1, 0.1], [-0.1, 0.0, -0.1], [0.5, -0.4, 0.0], [-0.6, 0.1, 0.0]],
  "nbo_charge": [-0.626, -0.206, -0.669, -0.221, -0.520, 0.048, -0.127, 0.200, 0.210, 0.215, 0.189, 0.189, 0.373, 0.194, 0.161, 0.231, 0.231, 0.126]
}



(4)
{
  "formula": "C4H11NS2",
  "method": "ωB97M-V with the def2-TZVPD basis set",
  "lumo_ha": -0.15643,
  "relative_energy_kcal_mol": 139.4,
  "homo_lumo_gap_ev": 3.76,
  "energy_ev": -27481.2191,
  "species": ["S", "S", "C", "C", "C", "N", "C", "H", "H", "H", "H", "H", "H", "H", "H", "H", "H", "H"],
  "coordinates": [[-2.8182, 0.9326, 0.0518], [1.3306, -0.4345, -2.0066], [0.1087, 0.8023, -1.6882], [0.1582, 1.4339, -0.2424], [-0.0320, 0.3637, 0.8869], [1.2079, -0.5460, 0.9815], [0.8035, -1.9109, 0.9152], [-3.9605, 0.2757, -0.0795], [-0.8580, 0.2679, -1.7286], [0.0827, 1.5656, -2.4804], [-0.2783, 2.4146, -0.1309], [1.2580, 1.6047, -0.1206], [-0.1625, 0.7547, 1.9225], [-0.9245, -0.2405, 0.6596], [1.8576, -0.3916, 0.2211], [0.0320, -2.1108, 1.6848], [1.6860, -2.4962, 1.2185], [0.5089, -2.2851, -0.0646]],
  "atomic_forces_ev_per_a": [[0.2, 0.5, -0.1], [-0.5, 0.3, 0.1], [-0.4, 0.1, 0.0], [3.0, -1.4, 1.1], [1.7, 0.0, -0.5], [-2.6, 1.4, -0.7], [0.8, -1.5, 1.8], [-0.3, -0.4, -0.2], [-0.5, -0.1, 0.2], [0.3, -0.1, 0.5], [-0.7, -0.2, -0.1], [-0.7, 0.6, -0.2], [-0.3, 0.1, -0.9], [0.0, -0.2, 0.1], [0.5, 0.5, -0.2], [0.2, 0.1, -0.6], [-0.3, -0.2, -0.1], [-0.4, 0.3, -0.2]],
  "nbo_charge": [-0.408, 0.065, -0.606, -0.408, -0.262, -0.495, -0.439, 0.113, 0.272, 0.234, 0.250, 0.211, 0.248, 0.241, 0.366, 0.207, 0.203, 0.211]
}



Sequential HOMO level output: -0.3011, -0.3264, -0.2967, -0.2946 Ha